{
  "formula": "C16H32IrOP",
  "method": "ωB97M-V with the def2-TZVPD basis set",
  "total_energy_ha": -1148.9095,
  "homo_ev": [-13.2432, -16.2571],
  "largest_force_ev_per_a": 6.2,
  "multiplicity": 5,
  "gap_ev": [6.78, 5.52],
  "lumo_energy_ha": [-0.2375, -0.3945],
  "charge": 2,
  "species": ["C", "H", "H", "H", "C", "H", "H", "C", "H", "H", "H", "C", "C", "C", "C", "C", "C", "C", "C", "C", "C", "Ir", "H", "H", "H", "H", "H", "H", "H", "H", "H", "H", "H", "H", "H", "H", "H", "C", "P", "C", "C", "O", "H", "H", "H", "H", "H", "H", "H", "H", "H"],
  "xyz": [[-0.932, -1.547, -1.012], [-1.328, -2.195, -0.239], [-1.824, -1.229, -1.544], [-1.198, -0.237, 0.931], [-0.101, -2.415, -1.959], [0.592, -1.758, -2.504], [0.524, -3.097, -1.366], [-0.914, -3.238, -2.966], [-0.253, -3.778, -3.656], [-1.540, -3.987, -2.465], [-1.567, -2.598, -3.576], [0.976, 2.139, -0.397], [1.089, 1.470, -1.698], [-0.258, 1.224, -2.200], [-1.208, 1.733, -1.193], [-0.430, 2.316, -0.099], [-0.988, 3.035, 1.060], [-2.677, 1.769, -1.348], [-0.627, 0.696, -3.518], [2.350, 1.201, -2.417], [2.106, 2.649, 0.400], [-0.124, 0.097, -0.451], [-3.162, 1.781, -0.377], [-2.974, 2.663, -1.896], [-3.027, 0.901, -1.911], [-2.027, 2.737, 1.253], [-0.401, 2.852, 1.966], [-0.987, 4.118, 0.889], [3.012, 2.049, 0.232], [2.346, 3.686, 0.127], [1.872, 2.637, 1.470], [2.200, 0.448, -3.193], [2.721, 2.109, -2.902], [3.118, 0.853, -1.727], [-1.528, 0.088, -3.451], [-0.828, 1.507, -4.219], [0.178, 0.090, -3.925], [0.992, -2.812, 4.203], [0.551, -1.522, 2.825], [-1.181, -1.427, 3.478], [1.915, -0.416, 3.424], [0.426, -0.793, 1.507], [1.868, -3.379, 3.900], [0.106, -3.419, 4.384], [1.192, -2.180, 5.067], [-1.182, -1.559, 4.539], [-1.540, -0.450, 3.141], [-1.752, -2.217, 2.971], [2.605, -0.327, 2.575], [1.412, 0.535, 3.584], [2.406, -0.803, 4.284]],
  "forces_ev_per_angstrom": [[-0.7, -4.0, -1.6], [0.0, 0.2, 0.6], [-0.5, 0.9, -0.3], [-0.1, 0.7, -0.5], [0.9, 0.2, 0.2], [0.0, -0.2, -0.1], [-0.1, 0.2, -0.1], [-0.4, 0.0, -0.2], [0.0, 0.2, 0.3], [0.1, 0.2, -0.1], [0.1, -0.2, 0.1], [0.8, 0.6, -1.3], [-0.8, 0.6, 0.1], [0.6, 1.6, 0.4], [0.7, 3.1, -0.2], [-1.8, -0.4, -1.3], [-0.3, 0.0, 0.6], [-0.1, -0.2, 0.0], [-0.1, -0.3, -0.4], [0.2, -0.3, -0.1], [0.3, -0.3, 0.3], [0.5, -2.7, 3.5], [-0.2, 0.0, 0.1], [-0.1, 0.1, 0.0], [-0.1, 0.1, 0.1], [0.3, 0.1, -0.1], [-0.1, 0.0, -0.1], [0.0, -0.1, -0.1], [-0.2, 0.2, 0.0], [-0.1, -0.1, 0.0], [0.0, 0.1, -0.2], [0.1, 0.1, 0.1], [-0.1, 0.0, 0.0], [0.1, 0.0, -0.1], [0.0, 0.0, -0.1], [0.0, 0.1, 0.0], [0.0, 0.0, -0.2], [0.0, -1.4, -2.3], [0.0, 1.1, 6.1], [0.9, 1.0, -1.6], [-1.2, 0.2, -1.0], [0.7, -1.2, -2.9], [0.0, -0.3, 0.5], [0.4, -0.3, -0.1], [-0.1, 0.2, -0.3], [-0.2, 0.0, 0.6], [-0.4, -0.2, 0.4], [0.1, 0.1, 0.2], [-0.1, 0.1, 0.3], [0.4, 0.3, 0.2], [0.4, 0.1, 0.6]],
  "lowdin_charge": [-0.3319, 0.0773, 0.0884, 0.1334, -0.2910, 0.0866, 0.1158, -0.0736, 0.0943, 0.0912, 0.0786, -0.2263, -0.2586, -0.3278, -0.3401, -0.2548, 0.0043, 0.0045, 0.0042, 0.0063, 0.0159, 1.4565, 0.0928, 0.1219, 0.0907, 0.0979, 0.0940, 0.1243, 0.1032, 0.1317, 0.0946, 0.0929, 0.1238, 0.0971, 0.0882, 0.1253, 0.0915, -0.1395, 0.7764, -0.1629, -0.1471, -0.5342, 0.0561, 0.0502, 0.0632, 0.0513, 0.0368, 0.0741, 0.0616, 0.0552, 0.0356]
}